(1)
Below is an isolated ion of composition C3H5N2OS and charge +1, with properties calculated with wB97M-V/def2-TZVPD.

Atoms and positions in Å:
C  0.505  -0.271  -0.005
C  -2.169  0.336  0.074
C  0.099  1.149  -0.054
N  -0.402  -1.177  0.089
N  1.819  -0.515  -0.116
O  -1.330  1.242  0.141
S  -3.546  -0.414  0.092
H  0.439  1.831  0.738
H  0.236  1.350  -1.121
H  -0.097  -2.140  -0.187
H  2.512  0.145  0.175
H  1.933  -1.537  0.174

Values from the calculation:
Frontier orbital gap   9.48 eV
Charge   +1

(2)
Below is one molecule with the formula C3H5N3, with properties calculated with wB97M-V/def2-TZVPD.

Atoms and positions in Å:
C  0.953  1.062  1.019
C  0.250  0.060  0.212
C  0.057  -1.302  0.013
N  -0.956  -1.571  -0.852
N  -1.440  -0.435  -1.183
N  -0.921  0.689  -0.849
H  1.292  0.663  1.940
H  1.815  1.410  0.250
H  0.427  1.957  1.129
H  0.662  -2.164  0.257
H  -2.139  -0.369  -1.937

Values from the calculation:
Frontier orbital gap   10.01 eV
SMILES   Cc1cn[nH]n1

(3)
Below is one molecule with the formula C3H5N3, with properties calculated with wB97M-V/def2-TZVPD.

Atoms and positions in Å:
N  0.387  -0.906  -1.567
C  0.158  -0.447  -0.268
C  -0.142  0.968  -0.108
C  -0.275  1.260  1.215
N  -0.226  0.742  2.361
N  0.230  -1.155  0.807
H  -0.015  -0.340  -2.302
H  0.178  -1.884  -1.714
H  -0.203  1.698  -0.900
H  -0.576  2.196  1.803
H  0.483  -2.132  0.675

Values from the calculation:
Frontier orbital gap (alpha / beta)   7.28 / 7.28 eV

(4)
Below is C3H5N3 as an isolated structure, with properties calculated with wB97M-V/def2-TZVPD.

Atoms and positions in Å:
C  1.223  -0.079  1.056
N  0.404  -0.152  -0.108
C  -0.881  -0.403  0.278
N  -1.725  0.092  -0.597
C  -0.880  0.486  -1.570
N  0.427  0.363  -1.331
H  2.255  -0.492  0.884
H  1.309  0.900  1.507
H  0.063  -0.252  1.645
H  -1.046  -1.365  0.755
H  -1.248  0.861  -2.506

Values from the calculation:
Frontier orbital gap   10.39 eV

So what do the calculations give for ΔE to the lowest compared entry with this formula, charge and spin? Going down the list: 1.403, 2.942, 4.107, 3.732 eV.
So what do the calculations give for total energy? Going down the list: -699.92364, -281.48195, -281.43913, -281.45289 hartree.